{"formula": "C31H38BFN9O7RhSSi2", "method": "the ωB97M-V functional and the def2-TZVPD basis", "elements": ["Rh", "C", "Si", "C", "C", "N", "C", "C", "C", "C", "C", "C", "N", "Si", "C", "C", "C", "H", "H", "H", "H", "H", "H", "H", "H", "H", "H", "H", "H", "H", "H", "H", "H", "H", "H", "H", "H", "H", "H", "O", "B", "O", "C", "C", "C", "C", "C", "C", "H", "H", "H", "H", "F", "C", "C", "N", "C", "C", "O", "O", "C", "O", "N", "C", "O", "H", "H", "H", "H", "S", "C", "N", "C", "C", "C", "N", "H", "H", "H", "H", "H", "H", "H", "H", "O", "N", "C", "C", "N", "C", "N"], "positions_angstrom": [[-0.012480, -0.105077, 0.073589], [0.097727, 4.534176, -0.139853], [1.045685, 2.970820, 0.298412], [2.444785, 3.428246, 1.488900], [1.886238, 2.348886, -1.248187], [0.053901, 1.715567, 0.930250], [-0.640837, 1.801874, 2.112828], [-0.672984, 2.930375, 2.942496], [-1.392069, 2.956395, 4.131470], [-2.079869, 1.821179, 4.531234], [-2.049282, 0.685336, 3.729228], [-1.367329, 0.646560, 2.502731], [-1.370980, -0.438785, 1.645221], [-2.362215, -1.831383, 1.866476], [-4.168540, -1.333971, 2.132525], [-1.755931, -2.855943, 3.325559], [-2.450266, -2.949705, 0.364904], [0.755989, 5.286122, -0.588022], [-0.386454, 4.984717, 0.728327], [-0.680994, 4.294145, -0.867133], [3.202724, 4.039981, 0.988222], [2.925492, 2.511742, 1.843217], [2.100102, 3.974807, 2.368522], [2.536429, 3.120160, -1.672396], [1.137179, 2.079216, -1.993536], [2.493670, 1.460934, -1.044432], [-0.121430, 3.815135, 2.649966], [-1.406528, 3.853768, 4.740160], [-2.634806, 1.812171, 5.463014], [-2.566613, -0.203516, 4.062826], [-4.319760, -0.659197, 2.974237], [-4.794206, -2.218696, 2.284952], [-4.520316, -0.820020, 1.233638], [-1.779414, -2.298215, 4.264086], [-0.717543, -3.127807, 3.119250], [-2.336614, -3.775514, 3.455390], [-2.186981, -2.406406, -0.542636], [-3.463326, -3.341786, 0.247980], [-1.766621, -3.793236, 0.471808], [1.854194, -0.322565, 2.483369], [1.646549, -0.538920, 1.096667], [2.827183, -1.148485, 0.572561], [3.633030, -1.398372, 1.636936], [4.842717, -2.050413, 1.668409], [5.465612, -2.182669, 2.914557], [4.883488, -1.667241, 4.064455], [3.651448, -1.005930, 4.020231], [3.041857, -0.891964, 2.792700], [5.279585, -2.465785, 0.768817], [6.415445, -2.698962, 2.980610], [5.384292, -1.791655, 5.016784], [3.180761, -0.611356, 4.910624], [5.016323, -3.243607, -2.287779], [3.768060, -3.692549, -2.594302], [2.824109, -3.757776, -1.652976], [1.569201, -4.228961, -1.911021], [0.647648, -4.357947, -0.783549], [0.457477, -3.041025, -0.012722], [0.541303, -3.108616, 1.212667], [0.169506, -2.040304, -0.739048], [1.189216, -4.601419, -3.182522], [0.108620, -5.074145, -3.462656], [2.179682, -4.433901, -4.139442], [3.498319, -4.031229, -3.971138], [4.280344, -3.992910, -4.905616], [3.007741, -3.425744, -0.637528], [1.042519, -5.103379, -0.093814], [-0.313897, -4.692744, -1.166506], [1.901671, -4.647645, -5.085645], [1.087622, -0.541410, -3.302660], [2.187077, 0.519887, -3.973549], [3.529345, 0.368404, -3.846138], [4.491489, 1.090045, -4.658625], [4.003255, 2.517786, -4.828779], [2.614449, 2.473746, -5.441511], [1.767712, 1.638650, -4.612338], [3.806630, -0.518311, -3.464463], [4.612232, 0.613782, -5.639971], [5.457957, 1.060194, -4.155220], [4.684734, 3.088570, -5.460963], [3.943415, 2.993655, -3.847814], [2.675016, 2.079234, -6.464215], [2.175515, 3.470491, -5.493613], [0.766820, 1.687956, -4.721323], [-1.584521, 0.541810, -1.410545], [-1.507064, 1.678061, -1.953076], [-2.506878, 2.054922, -2.748426], [-2.389889, 3.314082, -3.412640], [-2.326535, 4.322625, -3.971253], [-3.676591, 1.269131, -3.010762], [-4.639156, 0.672581, -3.224477]], "atomic_forces_ev_per_a": [[0.43, -0.56, 1.36], [-0.01, 0.09, -0.05], [-0.06, -0.14, 0.20], [0.02, 0.05, 0.04], [-0.07, -0.14, -0.01], [0.15, 0.43, -0.41], [-0.05, -0.01, 0.09], [0.05, -0.01, -0.16], [-0.10, -0.14, 0.12], [0.05, 0.18, 0.00], [0.17, -0.22, -0.18], [-0.24, 0.02, 0.42], [1.17, 0.56, -1.15], [0.06, -0.16, 0.03], [0.03, 0.17, 0.07], [-0.02, -0.08, 0.08], [0.02, -0.01, -0.11], [0.02, -0.01, 0.02], [0.00, 0.00, 0.01], [0.01, -0.02, -0.01], [-0.01, 0.00, -0.02], [0.01, 0.00, -0.01], [0.00, -0.01, 0.01], [0.00, 0.03, 0.03], [-0.01, 0.03, -0.01], [0.04, 0.03, -0.03], [-0.02, 0.01, -0.04], [0.03, 0.01, -0.01], [-0.01, -0.02, 0.00], [0.00, 0.00, 0.05], [-0.05, 0.00, 0.00], [0.05, -0.04, -0.02], [-0.01, -0.02, -0.01], [-0.03, 0.00, 0.01], [-0.10, 0.02, 0.02], [-0.03, 0.01, 0.00], [-0.07, -0.03, -0.03], [-0.03, 0.02, 0.05], [-0.14, -0.01, 0.01], [0.08, -0.08, -0.09], [-1.07, -0.05, 0.39], [-0.12, -0.04, -0.17], [0.06, 0.05, 0.09], [0.04, -0.08, -0.01], [-0.01, 0.02, 0.00], [-0.04, 0.00, -0.03], [0.04, -0.04, 0.06], [-0.02, 0.08, -0.04], [0.02, 0.06, -0.03], [0.00, 0.00, 0.00], [0.01, 0.02, 0.00], [-0.01, 0.01, -0.01], [-0.40, -0.11, -0.16], [0.62, 0.28, 0.11], [-0.08, 0.09, 0.10], [-0.09, 0.07, -0.09], [0.04, -0.05, -0.01], [-0.19, 0.09, -0.11], [0.33, 0.07, -0.02], [0.05, -0.18, -0.04], [-0.04, -0.03, 0.15], [0.00, 0.03, -0.05], [0.14, 0.00, -0.07], [-0.08, -0.04, -0.14], [-0.08, 0.06, 0.11], [0.02, -0.01, -0.02], [-0.04, -0.02, 0.02], [0.04, 0.06, -0.08], [-0.02, -0.03, 0.04], [0.23, -0.18, 0.01], [-0.15, 0.18, 0.07], [0.01, -0.13, -0.22], [-0.02, 0.07, 0.09], [-0.02, -0.01, 0.00], [0.03, 0.07, 0.10], [-0.05, -0.18, -0.24], [-0.04, -0.11, 0.14], [0.03, 0.01, -0.02], [-0.01, 0.00, 0.02], [0.00, -0.01, -0.01], [0.05, 0.03, -0.02], [-0.02, 0.02, -0.02], [-0.02, -0.01, 0.02], [0.01, 0.04, 0.06], [-0.74, 0.49, -0.55], [0.19, -0.27, 0.22], [-0.09, -0.11, -0.14], [0.03, -0.10, 0.13], [0.04, -0.04, 0.00], [0.11, 0.01, 0.15], [0.02, 0.00, -0.05]], "homo_energy_ev": [-1.12, -1.12], "total_charge": -2, "homo_lumo_gap_ev": [5.002, 5.003], "lumo_ev": [3.88, 3.88]}